[1]
Here is the molecule C8H10 from the OMol25 dataset. Energies are from ωB97M-V with the def2-TZVPD basis set.

Output
maximum force = 0.246 Eh/bohr
LUMO level = 1.070 eV
multiplicity = 1
ΔE to the lowest compared entry with this formula, charge and spin = 60.7 kcal per mole

Last column: natural (NBO) charge in e.
CARTESIAN COORDINATES (ANGSTROEM)
C 2.2097 -1.0254 0.0391  -0.197
C -1.6573 -0.7411 -0.2492  -0.363
C 2.5664 0.3238 0.0084  -0.232
C 1.6651 1.3104 -0.0778  -0.198
C 0.8013 -1.3416 -0.0416  -0.222
C 0.2944 1.0372 -0.1150  -0.227
C -0.1223 -0.2360 -0.0905  -0.022
C -2.5818 0.4333 0.2100  -0.626
H -1.9091 -0.9535 -1.0937  0.176
H 1.9538 2.3259 -0.0893  0.207
H 3.0860 -1.6722 0.1040  0.215
H -2.4811 1.4002 -0.4882  0.208
H -2.2550 0.7878 1.2392  0.220
H 0.5359 -2.4223 0.2927  0.222
H 3.5812 0.5119 0.1503  0.204
H -0.3614 2.0013 -0.1479  0.219
H -1.6858 -1.5979 0.3489  0.198
H -3.6400 -0.1421 0.0007  0.218

[2]
Here is the molecule C8H10 from the OMol25 dataset. Energies are from ωB97M-V with the def2-TZVPD basis set.

Output
maximum force = 0.112 Eh/bohr
LUMO level = 1.096 eV
multiplicity = 1
ΔE to the lowest compared entry with this formula, charge and spin = 76.2 kcal per mole

Last column: natural (NBO) charge in e.
CARTESIAN COORDINATES (ANGSTROEM)
C -2.1573 -0.2476 -1.1973  -0.195
C 1.4963 -0.2402 0.0231  -0.296
C -0.9223 0.5718 0.6122  -0.292
C 2.2091 0.7625 0.7781  -0.415
C -0.6767 -0.6248 -1.4568  -0.501
C 0.0071 -0.1335 -0.1872  0.083
C 1.8643 -0.5445 1.3741  -0.380
C -2.2221 0.5000 -0.0329  -0.230
H -3.2500 0.7999 0.3254  0.218
H 2.7570 -1.3153 1.6890  0.218
H -0.3756 -0.1436 -2.4618  0.254
H 1.5339 1.6644 0.9502  0.212
H 1.1200 -0.3974 2.0746  0.218
H -0.6007 -1.7046 -1.5069  0.240
H -2.9870 -0.6649 -1.6341  0.201
H 1.8914 -0.7603 -0.8008  0.222
H 3.1208 1.1489 0.3476  0.225
H -0.7998 1.1111 1.5370  0.219